The following is a quantum chemistry calculation of a molecular structure, C25H38N7O2P2SbScSe5 in a non-equilibrium geometry, from the OMol25 dataset.

## Properties
maximum force = 7.0 eV Å⁻¹
net charge = -1
relative energy (zero: lowest compared OMol25 entry of this formula, charge and spin) = 764.9 kJ/mol
M = 1092.09 g mol⁻¹

XYZ file:
```
81
C25H38N7O2P2SbScSe5, DFT ωB97M-V/def2-TZVPD
Sc -0.4146 0.4713 -1.1760
N 1.2802 3.2699 0.2143
N 0.1278 3.9063 0.6222
C -1.0928 3.3431 0.4720
N -2.1599 4.0711 0.8600
N -1.1672 2.1570 -0.1236
N -2.3289 1.5180 -0.2384
O -3.4625 1.9732 0.1069
O -2.2434 0.3330 -0.7534
H 2.0440 3.3036 0.8947
H 1.6322 3.5947 -0.6823
H 0.1783 4.8122 1.0653
H -2.0094 4.8117 1.5227
H -3.0487 3.5793 0.8390
C -1.5817 -2.7565 -2.6038
P -0.4142 -2.3311 -1.2538
C -1.3073 -3.1610 0.1479
N -2.1761 -4.0767 -0.2226
C -2.8842 -4.7259 0.7285
C -3.7475 -5.7835 0.3714
C -4.4253 -6.4620 1.3458
C -4.2902 -6.1039 2.7004
C -3.4757 -5.0725 3.0716
C -2.7521 -4.3679 2.0863
N -1.8997 -3.3942 2.4639
C -1.1569 -2.8150 1.5495
P 0.1068 -1.6436 2.1438
C 1.0052 -2.8527 3.2134
C -0.7949 -0.6066 3.4741
C -0.9162 -1.2993 4.8307
C 0.0593 0.6672 3.5702
C -2.1972 -0.2713 2.9683
C 1.0665 -3.4539 -1.6024
C 1.9597 -3.3851 -0.3679
C 1.7899 -2.8547 -2.8133
C 0.6598 -4.9025 -1.8643
H -1.8691 -3.8048 -2.5270
H -1.1121 -2.5685 -3.5720
H -2.4798 -2.1407 -2.5106
H -3.8311 -6.0557 -0.6715
H -5.0690 -7.2880 1.0756
H -4.8259 -6.6686 3.4510
H -3.3343 -4.7879 4.1049
H 0.3273 -3.6596 3.4874
H 1.3840 -2.3344 4.0901
H 1.8956 -3.2285 2.7117
H 0.0531 -1.3863 5.3155
H -1.3674 -2.2827 4.7087
H -1.5606 -0.7011 5.4790
H 0.9756 0.4961 4.1426
H -0.5010 1.4811 4.0398
H 0.3305 0.9802 2.5540
H -2.8460 -1.1465 3.0073
H -2.1974 0.0772 1.9376
H -2.6537 0.5145 3.5768
H 2.0363 -2.3466 -0.0468
H 2.9717 -3.7350 -0.5729
H 1.5237 -3.9798 0.4365
H 1.8030 -1.7595 -2.7797
H 1.3177 -3.1380 -3.7564
H 2.8323 -3.1735 -2.8276
H -0.0559 -5.2587 -1.1210
H 1.5550 -5.5237 -1.7958
H 0.2213 -5.0411 -2.8533
Se 0.7751 1.0984 -2.9753
C -0.2532 1.8532 -4.3349
C -0.4671 3.2245 -4.2902
C -1.2896 3.8173 -5.2322
C -1.8955 3.0347 -6.2047
C -1.6775 1.6658 -6.2413
C -0.8606 1.0625 -5.2966
H 0.0226 3.8206 -3.5235
H -1.4437 4.8895 -5.1910
H -2.5397 3.4947 -6.9434
H -2.1378 1.0550 -7.0099
H -0.6778 -0.0085 -5.3151
Se 4.4378 2.3351 1.3159
Sb 3.5693 0.1618 0.5744
Se 1.7601 0.4141 -0.8950
Se 5.2417 -1.4048 -0.2117
Se 4.1260 -0.4357 2.9095
```